{
  "formula": "C3HF2NO",
  "method": "ωB97M-V with the def2-TZVPD basis set",
  "total_charge": 0,
  "gap_ev": 11.16,
  "homo_ev": -11.519,
  "lumo_energy_ev": -0.36,
  "largest_force_ev_per_a": 4.0,
  "e_tot_ha": -444.59777,
  "species": ["C", "C", "C", "H", "N", "O", "F", "F"],
  "positions_angstrom": [[0.209214, -0.442605, -0.005882], [-1.113721, 0.342912, 0.004096], [1.377501, 0.365543, 0.003040], [-2.015791, -0.272915, -0.011578], [2.345577, 1.011041, 0.017430], [-1.138771, 1.531490, -0.018145], [0.144432, -1.258234, 1.105212], [0.191557, -1.277234, -1.094170]],
  "forces_ev_per_angstrom": [[-2.0, -1.9, 0.2], [0.2, 0.4, -0.4], [3.4, 2.0, 0.1], [-0.1, -0.4, 0.1], [-2.0, -1.2, 0.0], [0.0, 0.3, 0.1], [0.3, 0.4, -0.4], [0.1, 0.4, 0.4]],
  "lowdin_charge": [-0.485, -0.141, -0.080, 0.145, 0.231, 0.132, 0.094, 0.104]
}



{
  "formula": "C3HF6O3S",
  "method": "ωB97M-V with the def2-TZVPD basis set",
  "total_charge": -1,
  "gap_ev": 8.51,
  "homo_ev": -4.837,
  "lumo_energy_ev": 3.67,
  "largest_force_ev_per_a": 5.5,
  "e_tot_ha": -1338.03170,
  "species": ["C", "C", "C", "O", "O", "O", "F", "F", "F", "F", "F", "F", "S", "H"],
  "positions_angstrom": [[0.693267, 0.802196, 0.806850], [0.157866, -0.583141, 0.326227], [-1.030465, -1.230886, 1.012133], [-0.671940, 1.488454, -3.314317], [1.416112, 1.511277, -1.948185], [-0.487102, -0.278831, -1.387157], [1.560361, 0.499309, 1.849006], [-0.279827, 1.554064, 1.350245], [1.108849, -1.519012, 0.220096], [-0.843464, -1.391612, 2.346031], [-2.188878, -0.505531, 0.875438], [-1.210346, -2.493078, 0.616749], [0.468606, 0.712115, -2.694814], [1.306961, 1.434675, -0.058302]],
  "forces_ev_per_angstrom": [[2.0, 0.4, -1.5], [-1.3, 1.6, -5.0], [-1.6, 0.2, 0.8], [2.0, -1.2, 1.5], [0.7, 1.0, 0.8], [1.6, -0.3, 4.1], [-0.1, 0.2, -0.1], [-0.3, -0.1, -0.2], [0.2, 0.5, 0.2], [0.4, 0.8, 0.2], [1.4, -1.0, 0.0], [-0.3, 0.3, -1.0], [-2.8, -0.4, -1.8], [-1.9, -2.0, 2.1]],
  "lowdin_charge": [-0.295, -0.192, -0.543, -0.527, -0.540, -0.391, 0.018, 0.078, 0.108, 0.126, 0.127, 0.155, 0.703, 0.174]
}



{
  "formula": "C3HFINO2S",
  "method": "ωB97M-V with the def2-TZVPD basis set",
  "total_charge": 0,
  "gap_ev": 9.24,
  "homo_ev": -9.741,
  "lumo_energy_ev": -0.50,
  "largest_force_ev_per_a": 1.9,
  "e_tot_ha": -1115.80459,
  "species": ["C", "C", "C", "N", "O", "O", "F", "S", "I", "H"],
  "positions_angstrom": [[0.862537, 1.197584, 0.763472], [0.522952, -1.781126, 1.219368], [0.811240, -0.403293, -1.132340], [0.744275, 0.608023, -0.266498], [0.765708, -0.323972, -2.303064], [0.905673, 1.924772, 1.650449], [0.259879, -2.852907, 1.874492], [0.790773, -2.115965, -0.406920], [-3.235566, 1.554974, -1.305356], [-2.427471, 2.191910, -0.093600]],
  "forces_ev_per_angstrom": [[-0.2, -0.2, -0.3], [0.0, 1.9, 0.0], [-0.3, -1.3, 1.3], [0.1, 0.8, -0.3], [0.2, 0.0, -1.3], [0.2, 0.4, 1.0], [-0.1, -1.4, 0.6], [0.1, -0.3, -1.0], [-0.1, -0.2, -0.2], [0.2, 0.1, 0.3]],
  "lowdin_charge": [-0.302, -0.443, -0.738, 0.183, 0.086, 0.217, -0.040, 1.014, 0.399, -0.376]
}